(1)
The following is a quantum chemistry calculation of an isolated molecule of C3H3Cl3, from the Open Molecules 2025 dataset.

The calculated total energy comes out at -1496.64327 Ha. As for the energy above the lowest of the compared OMol25 structures with the same formula, charge and spin: 55.1 kJ/mol. The spin multiplicity is 1. Its structure (SMILES) is C=CC(Cl)(Cl)Cl. The calculation puts the orbital gap at 11.292 eV. The highest occupied orbital energy comes out at -10.6 eV.

Structure (XYZ):
```
9
C3H3Cl3 (ωB97M-V/def2-TZVPD)
C 1.140 -0.563 -0.763
C 0.553 0.164 0.168
C -0.944 0.212 0.359
Cl -1.393 1.841 0.837
Cl -1.831 -0.376 -1.048
Cl -1.440 -0.746 1.802
H 2.216 -0.323 -0.641
H 0.652 -1.157 -1.457
H 1.045 0.947 0.743
```

Löwdin population analysis, charges in e, atoms 1 to 4: 0.012 -0.338 -1.600 0.584



(2)
The following is a quantum chemistry calculation of a cluster of 2 separate species, C4H12O2S2 in total, from the Open Molecules 2025 dataset.

The calculated total energy comes out at -1106.33071 Ha. As for the energy above the lowest of the compared OMol25 structures with the same formula, charge and spin: 290.3 kJ/mol. The spin multiplicity is 1. The calculation puts the orbital gap at 8.577 eV. The highest occupied orbital energy comes out at -8.1 eV.

Structure (XYZ):
```
20
C4H12O2S2 (ωB97M-V/def2-TZVPD)
C -1.162 1.348 1.772
S -0.662 -0.240 2.475
O -0.819 -0.239 4.018
C -1.918 -1.301 1.751
H -0.352 2.026 2.096
H -1.983 1.680 2.292
H -1.299 1.238 0.757
H -2.172 -2.374 1.994
H -1.682 -1.296 0.663
H -2.894 -0.821 1.825
C 2.885 0.444 -1.826
S 1.572 -0.747 -1.377
O 1.028 -0.179 -0.103
C 0.297 -0.405 -2.627
H 3.253 0.522 -0.891
H 2.479 1.380 -2.186
H 3.478 -0.081 -2.527
H -0.606 -1.043 -2.245
H 0.744 -0.516 -3.581
H -0.186 0.613 -2.277
```

Löwdin population analysis, charges in e, atoms 1 to 4: -0.242 0.828 -0.585 -0.288



(3)
The following is a quantum chemistry calculation of the ion C12H22N3 with charge +1, from the Open Molecules 2025 dataset.

The calculated total energy comes out at -634.24973 Ha. As for the energy above the lowest of the compared OMol25 structures with the same formula, charge and spin: 535.2 kJ/mol. The spin multiplicity is 1. The charge is +1. The calculation puts the orbital gap (alpha / beta) at 7.888 / 5.842 eV. The highest occupied orbital energy (alpha / beta) comes out at -12.4 / -11.5 eV.

Structure (XYZ):
```
37
C12H22N3 (ωB97M-V/def2-TZVPD)
C 0.956 1.828 0.188
C -1.187 2.741 0.479
C 3.731 -0.918 -0.311
C 0.679 0.457 -0.234
C -0.837 0.193 -0.280
C 5.108 -0.413 -0.653
C -1.649 0.688 -1.489
C -0.927 -2.826 -0.214
C -2.863 0.203 1.377
C 1.593 -0.550 0.582
C -2.005 -2.057 0.558
C -1.631 -0.541 0.825
N 0.075 2.718 0.328
N 2.921 -0.179 0.145
N -2.115 3.552 0.009
H 1.983 2.156 0.331
H 3.612 -1.930 -0.610
H 1.005 0.485 -1.276
H 5.140 -0.292 -1.742
H 5.433 0.648 -0.270
H 5.942 -1.064 -0.339
H -1.796 -0.135 -2.246
H -1.167 1.431 -2.165
H -2.496 1.000 -1.039
H -0.049 -3.039 0.357
H -0.605 -2.289 -1.069
H -1.312 -3.747 -0.608
H -3.677 0.038 0.661
H -2.814 1.353 1.484
H -3.174 -0.294 2.266
H 1.392 -1.596 0.477
H 1.591 -0.418 1.692
H -2.913 -2.017 -0.090
H -2.403 -2.462 1.394
H -0.890 -0.645 1.728
H -2.773 3.833 0.625
H -1.878 4.090 -0.872
```

Löwdin population analysis, charges in e, atoms 1 to 4: -0.055 -0.125 -0.252 -0.205



Number 1: strongest force on any atom 0.0791 Eh/bohr. Number 2: strongest force on any atom 0.0952 Eh/bohr. Number 3: strongest force on any atom 0.1303 Eh/bohr.